Molecular formula: C14H9CoF5I2LaO4S
Method: DFT, the ωB97M-V functional and the def2-TZVPD basis

Properties
Total charge = +4
2S+1 = 5
Maximum force = 9.08 eV/A
Energy = -101912.18289 eV
Gap between HOMO and LUMO (spin up / spin down) = 6.20 / 3.99 eV

The geometry in XYZ format:
```
37
Properties=species:S:1:pos:R:3:lowdin_spin:R:1
La 1.216 1.663 -0.231 0.030
I 3.530 -1.701 -0.802 1.004
I 3.327 3.267 -1.432 0.932
Co 0.358 -1.402 -0.050 1.049
S 1.318 -0.563 -1.946 0.157
F 0.990 -2.598 4.836 -0.006
F 0.200 -0.205 5.972 0.071
F 1.743 -2.720 2.348 0.032
F 1.593 2.058 2.074 -0.003
F 0.563 2.159 4.516 0.042
O -1.727 3.584 -1.625 0.000
O -1.214 -3.264 -1.667 -0.009
O -1.400 -2.660 1.945 -0.011
O -1.418 3.662 1.823 0.000
C 1.223 -0.422 1.904 0.247
C 1.365 -1.493 2.785 0.092
C 0.414 -1.355 -4.363 0.004
C 0.685 -0.247 4.729 0.144
C -0.785 3.129 1.023 0.001
C 1.000 -1.458 4.136 -0.001
C -0.774 -2.102 1.122 -0.010
C 1.160 0.793 2.635 0.014
C -1.307 -0.034 -3.119 0.023
C 0.139 -0.134 -3.504 0.076
C -0.604 -2.482 -1.062 -0.020
C 0.700 1.141 -4.118 0.009
C -0.840 2.889 -1.338 0.000
C 0.796 0.923 3.968 0.117
H 1.794 1.099 -4.238 0.002
H -1.638 -0.969 -2.671 0.002
H 0.017 -2.258 -3.894 0.000
H -1.848 0.133 -4.053 0.008
H 0.439 2.041 -3.537 0.000
H -0.087 -1.259 -5.330 0.002
H 1.488 -1.482 -4.551 0.000
H 0.235 1.260 -5.106 0.003
H -1.506 0.806 -2.443 0.001
```



Molecular formula: C14HCl48FO2
Method: DFT, the ωB97M-V functional and the def2-TZVPD basis

Properties
Total charge = -2
Maximum force = 1.12 eV/A
Energy = -622417.09837 eV
Gap between HOMO and LUMO = 1.71 eV

The geometry in XYZ format:
```
66
Properties=species:S:1:pos:R:3:lowdin_charge:R:1
Cl -10.235 -0.955 0.390 0.496
Cl 12.610 -9.024 -3.610 0.516
Cl 10.354 -8.616 -5.354 0.514
Cl -4.540 -1.517 0.316 0.523
Cl -6.345 6.604 -2.514 0.443
Cl -1.902 5.582 1.197 0.637
Cl -7.942 -0.724 -1.346 0.531
Cl 4.789 -0.726 4.660 0.499
Cl 5.638 -3.925 0.872 0.483
Cl -7.195 6.672 0.252 0.521
Cl -4.930 4.798 -6.704 0.502
Cl -5.105 -6.934 4.098 0.504
Cl -5.070 -1.472 3.181 0.460
Cl -3.067 -3.282 2.053 0.471
Cl 4.351 -0.116 7.443 0.514
Cl 0.680 -0.871 3.013 0.407
Cl -0.878 8.093 0.125 0.445
Cl 1.704 1.638 4.037 0.438
Cl 8.234 -6.570 0.129 0.514
Cl 9.495 -6.718 -2.461 0.488
Cl -7.580 -1.520 1.388 0.509
Cl -4.987 -4.143 4.802 0.508
Cl 2.099 0.973 1.249 0.439
Cl 4.766 2.011 5.546 0.518
Cl 4.125 -2.166 -0.841 0.531
Cl 10.134 -10.412 -3.111 0.520
Cl 6.624 -6.531 -2.261 0.528
Cl 0.308 3.652 -7.977 0.490
Cl 3.695 -2.105 2.000 0.493
Cl -2.945 -5.947 5.734 0.512
Cl 8.259 -4.260 -1.589 0.525
Cl 3.136 3.261 -8.398 0.499
Cl 0.190 7.015 2.587 0.472
Cl -2.612 -0.428 2.136 0.590
Cl 6.961 0.282 6.271 0.492
Cl 2.152 4.069 -5.807 0.543
Cl -2.067 5.055 -6.450 0.470
Cl -2.493 8.079 2.521 0.482
Cl -3.739 5.161 -4.104 0.556
Cl 1.645 1.402 -6.771 0.530
Cl -8.837 -3.328 -0.477 0.481
Cl -5.613 -6.120 6.820 0.493
Cl 11.757 -11.137 -5.381 0.515
Cl -5.051 8.390 -0.642 0.471
Cl -0.606 1.766 2.195 0.515
Cl -4.645 5.541 -0.443 0.623
Cl -3.769 7.341 -5.985 0.504
Cl 6.155 -1.088 0.901 0.513
F -2.506 3.215 -0.015 -0.277
O -4.955 1.830 1.609 -0.144
O -4.842 4.048 1.883 -0.195
C -8.638 -1.626 0.000 -2.048
C 4.894 -2.320 0.740 -2.042
C -2.807 2.827 1.377 -0.342
C 8.153 -6.015 -1.547 -2.060
C -3.628 5.585 -5.793 -2.051
C 0.954 0.870 2.617 -1.920
C -4.327 2.928 1.630 -0.774
C -4.665 -5.771 5.360 -2.055
C -3.811 -1.667 1.915 -1.972
C 5.211 0.365 5.973 -2.054
C 11.211 -9.797 -4.364 -2.070
C -5.793 6.778 -0.821 -2.024
C 1.810 3.096 -7.233 -2.059
C -1.288 7.154 1.599 -2.021
H -2.679 1.753 1.381 -0.120
```



Molecular formula: C15H10Cl2N2O2S
Method: DFT, the ωB97M-V functional and the def2-TZVPD basis

Properties
Total charge = 0
SMILES = CS/C(=N\c1cc(Cl)ccc1Cl)[C@@H](C#N)C(=O)c1ccco1
Maximum force = 2.85 eV/A
Energy = -58670.41698 eV
Gap between HOMO and LUMO = 8.39 eV

The geometry in XYZ format:
```
32
Properties=species:S:1:pos:R:3:lowdin_charge:R:1
Cl -0.526 2.571 3.411 0.695
Cl 3.628 1.610 -1.153 0.692
S 0.438 -1.319 0.614 0.927
O -1.170 -3.999 -1.173 0.026
O -2.592 -0.821 -2.029 0.115
N 0.728 0.779 -1.174 0.134
N 1.477 -2.920 -3.076 0.186
C 0.692 -2.162 -2.689 -0.167
C -1.657 -1.590 -1.911 -0.303
C 2.893 2.597 1.246 -0.084
C -0.211 -1.136 -2.168 -0.209
C -1.948 -5.117 -1.036 -0.077
C 0.598 2.432 2.124 -0.677
C 1.122 1.548 -0.082 -0.346
C 0.216 1.863 0.912 -0.084
C 1.945 2.800 2.297 -0.085
C 0.351 -0.450 -0.950 -0.496
C -3.284 -3.435 -1.708 0.024
C 2.459 1.982 0.067 -0.617
C 2.224 -1.705 0.668 -0.334
C -3.241 -4.845 -1.387 -0.038
C -2.007 -2.969 -1.556 -0.207
H 2.317 3.177 3.241 0.101
H -1.633 -6.082 -0.708 0.121
H -0.793 1.547 0.780 0.109
H -0.238 -0.409 -2.945 0.146
H 2.502 -2.276 -0.227 0.038
H -4.154 -2.838 -1.992 0.131
H -4.063 -5.564 -1.446 0.111
H 2.783 -0.772 0.703 0.019
H 3.917 2.911 1.390 0.103
H 2.514 -2.308 1.535 0.048
```



Molecular formula: C15H10Cl3N5O5Pt
Method: DFT, the ωB97M-V functional and the def2-TZVPD basis

Properties
Total charge = 0
Maximum force = 0.54 eV/A
Energy = -74217.22724 eV
Gap between HOMO and LUMO = 7.93 eV

The geometry in XYZ format:
```
39
Properties=species:S:1:pos:R:3:lowdin_charge:R:1
Pt 0.541 0.971 0.212 1.180
Cl -1.693 -0.691 2.030 0.684
Cl -2.245 0.638 -3.182 0.698
Cl -6.549 0.466 0.043 0.653
O -1.150 7.625 2.256 0.040
O 1.702 2.393 1.188 -0.127
O 0.821 8.339 3.221 0.042
O -0.361 2.762 0.638 -0.112
O -0.767 -0.136 -0.795 -0.339
N 2.448 -1.119 0.956 0.120
N 4.372 -2.421 1.179 0.143
N 3.518 -1.619 0.443 -0.280
N 1.846 -0.536 -0.068 -0.161
N 3.697 -1.418 -0.845 0.146
C -2.058 0.017 -0.563 -0.483
C -2.926 0.363 -1.612 -0.583
C -0.343 5.379 1.658 0.091
C -4.834 0.290 -0.190 -0.676
C 2.623 -0.711 -1.148 -0.150
C -2.672 -0.198 0.682 -0.585
C -0.523 8.721 2.915 -0.118
C 1.976 4.986 2.309 -0.005
C -4.033 -0.059 0.881 -0.140
C 2.085 6.267 2.849 0.027
C -0.215 6.629 2.193 -0.196
C 0.792 4.553 1.729 -0.138
C 0.969 7.063 2.774 -0.209
C 0.713 3.197 1.171 -0.584
C -4.292 0.496 -1.445 -0.138
H 2.818 4.309 2.337 0.120
H -0.508 9.587 2.251 0.138
H -1.258 5.029 1.203 0.138
H 2.998 6.622 3.305 0.122
H 2.367 -0.368 -2.134 0.126
H 4.197 -2.219 2.158 0.105
H -1.054 8.942 3.843 0.138
H -4.918 0.765 -2.283 0.104
H -4.460 -0.232 1.859 0.104
H 5.320 -2.168 0.925 0.105
```



Which of these has the highest maximum force? C14H9CoF5I2LaO4S



Copy entry 4 word for word.
Molecular formula: C15H10Cl3N5O5Pt
Method: DFT, the ωB97M-V functional and the def2-TZVPD basis

Properties
Total charge = 0
Maximum force = 0.54 eV/A
Energy = -74217.22724 eV
Gap between HOMO and LUMO = 7.93 eV

The geometry in XYZ format:
```
39
Properties=species:S:1:pos:R:3:lowdin_charge:R:1
Pt 0.541 0.971 0.212 1.180
Cl -1.693 -0.691 2.030 0.684
Cl -2.245 0.638 -3.182 0.698
Cl -6.549 0.466 0.043 0.653
O -1.150 7.625 2.256 0.040
O 1.702 2.393 1.188 -0.127
O 0.821 8.339 3.221 0.042
O -0.361 2.762 0.638 -0.112
O -0.767 -0.136 -0.795 -0.339
N 2.448 -1.119 0.956 0.120
N 4.372 -2.421 1.179 0.143
N 3.518 -1.619 0.443 -0.280
N 1.846 -0.536 -0.068 -0.161
N 3.697 -1.418 -0.845 0.146
C -2.058 0.017 -0.563 -0.483
C -2.926 0.363 -1.612 -0.583
C -0.343 5.379 1.658 0.091
C -4.834 0.290 -0.190 -0.676
C 2.623 -0.711 -1.148 -0.150
C -2.672 -0.198 0.682 -0.585
C -0.523 8.721 2.915 -0.118
C 1.976 4.986 2.309 -0.005
C -4.033 -0.059 0.881 -0.140
C 2.085 6.267 2.849 0.027
C -0.215 6.629 2.193 -0.196
C 0.792 4.553 1.729 -0.138
C 0.969 7.063 2.774 -0.209
C 0.713 3.197 1.171 -0.584
C -4.292 0.496 -1.445 -0.138
H 2.818 4.309 2.337 0.120
H -0.508 9.587 2.251 0.138
H -1.258 5.029 1.203 0.138
H 2.998 6.622 3.305 0.122
H 2.367 -0.368 -2.134 0.126
H 4.197 -2.219 2.158 0.105
H -1.054 8.942 3.843 0.138
H -4.918 0.765 -2.283 0.104
H -4.460 -0.232 1.859 0.104
H 5.320 -2.168 0.925 0.105
```